Formula: C7H14N4O
Source: the Open Molecules 2025 dataset
Level of theory: wB97M-V/def2-TZVPD

**LUMO energy**: 0.76 eV
**Multiplicity**: 1
**Net charge**: 0
**Relative energy (zero: lowest compared OMol25 entry of this formula, charge and spin)**: 1063.04 kJ/mol
**Orbital gap**: 5.88 eV

Geometry as XYZ:
```
26
C7H14N4O wB97M-V/def2-TZVPD
N 1.3173 0.8728 2.2440
C -1.4007 -1.6200 -1.2687
C -0.1694 2.0904 -0.0221
H -0.9138 -3.2270 -3.7126
H -1.3495 -3.4919 -0.2339
N -0.6578 0.9471 -0.7929
N -1.4183 -1.8946 -2.5194
H 2.8966 -0.3623 2.8332
H -0.2209 0.9233 -1.7105
H -2.8181 1.5916 -0.2036
H -0.6783 2.0960 0.9524
C 1.3351 2.0970 0.2319
H -0.4530 3.0069 -0.5516
H 2.7569 0.7122 0.8606
H -0.9288 -2.0737 0.7844
C -0.8264 -2.5279 -0.2137
C -2.4312 0.7083 -0.5055
H 0.2324 -2.7229 -0.4257
H 1.6008 0.1141 4.1053
C -1.9673 -0.3687 -0.8962
C 1.9758 0.1777 3.0848
H 1.6105 3.0240 0.7882
N 1.7602 0.9093 0.9548
O -0.8452 -3.1323 -2.7532
H -0.2755 0.0916 -0.3078
H 1.8686 2.0593 -0.7223
```

List of Mulliken charges in e, atom by atom:
1. N -0.41
2. C 0.46
3. C -0.80
4. H 0.38
5. H 0.40
6. N -0.35
7. N -0.66
8. H 0.25
9. H 0.30
10. H 0.54
11. H 0.43
12. C -0.82
13. H 0.41
14. H 0.30
15. H 0.33
16. C -1.20
17. C -0.33
18. H 0.31
19. H 0.25
20. C -0.02
21. C -0.40
22. H 0.36
23. N -0.02
24. O -0.41
25. H 0.29
26. H 0.40

Formula: C24H41ClF2N2O19S
Source: the Open Molecules 2025 dataset
Level of theory: wB97M-V/def2-TZVPD

**SMILES**: CCN[C@@H]1OS(=O)(=O)[C@@H](CCCC(=O)O)C[C@@]1(Cl)N(C(=O)F)C(=O)F.COC(=O)OC.COC(=O)OC.COC(=O)OC.COC(=O)OC
**LUMO energy**: 0.22 eV
**Multiplicity**: 1
**Net charge**: 0
**Orbital gap**: 10.20 eV

Geometry as XYZ:
```
90
C24H41ClF2N2O19S wB97M-V/def2-TZVPD
O 4.8215 -2.3982 0.9395
F 3.9678 1.3325 -4.8629
H 2.9060 -0.3297 -0.8647
C 2.1336 -0.1920 -0.1144
O 2.6252 3.3788 -0.0513
H -1.3262 4.7819 -0.7683
H -8.4565 -2.1221 -2.4817
N 1.6354 1.2096 -0.1516
O -6.8780 -0.5041 0.9617
H 6.7255 0.5329 2.1825
S 1.2219 4.1585 0.1053
H -13.2593 1.0323 -2.6048
H -2.6213 0.0065 -3.7886
C 0.9943 -1.1882 -0.4073
O 8.5052 -5.3393 5.3046
O 6.5900 -1.4761 1.9989
C -0.7308 4.7030 -1.6787
H 3.6001 1.7322 -0.6708
C -5.7113 -0.0477 0.5088
O -2.7376 0.6406 -3.0635
O 6.4970 -3.6226 1.8302
C 4.5698 3.4234 -2.3835
H -9.0029 -1.3227 -0.9978
H -8.6634 -0.3611 -2.4619
H 5.7321 -4.8111 0.3039
C -2.1970 1.8062 -3.4648
H 8.3701 -3.3247 4.7983
H 5.9453 -0.0027 0.6787
H -1.0838 4.0737 -3.7189
F 4.3712 4.6542 -2.8187
H -3.7526 -0.1234 -1.2267
H -0.3459 5.6834 -1.9460
O -12.4553 -0.8856 -2.6029
H -3.1600 -1.6629 -0.5774
H -14.3963 -0.3313 -2.6910
H 8.7417 -4.4629 3.4887
C 2.5882 2.1313 -0.7489
O -4.9595 -1.0914 0.1669
C -13.4837 0.0354 -2.2313
O 8.2772 -6.2989 7.2239
O 5.4208 3.1666 -1.6229
H 2.0619 4.5597 -2.4412
H -3.0956 -0.2038 0.4280
H 2.5371 -0.4096 0.8712
C 5.8653 -2.4886 1.5304
O 0.5067 3.6252 1.2228
O -5.3945 1.1098 0.4189
C 3.5935 2.4996 -4.3541
C 1.4745 3.6471 -2.4964
H 7.0926 -4.3665 4.1294
H 1.0038 3.5442 -3.4683
O -10.3920 -1.5145 -2.5342
C 5.8291 -4.8080 1.3873
H 1.5491 1.5119 0.8135
O -10.9860 0.3601 -1.4250
Cl 1.4907 1.0259 -3.0091
H 7.8530 -5.4638 9.0804
C -11.2514 -0.5862 -2.1196
H 5.0604 -0.0854 2.2265
C -9.0518 -1.3055 -2.0847
O 3.2840 3.4124 -5.0316
H 4.8483 -4.8914 1.8508
H 1.2500 -1.8694 -1.2138
C 7.6531 -6.3671 8.5077
H -13.6023 0.0623 -1.1502
H 6.4536 -5.6398 1.7008
C -7.7938 0.5203 1.3630
H 0.1191 -0.6273 -0.7296
H -3.4444 3.0487 -2.3410
O -1.6487 1.9259 -4.5320
H -8.0423 1.1642 0.5219
C 7.8522 -5.2907 6.4620
H 0.7133 -1.7378 0.4866
C 8.1451 -4.3041 4.3812
H -0.0231 2.7343 -1.2209
H -8.6939 0.0181 1.7043
H 6.5793 -6.5108 8.4057
H -2.0564 2.4732 -1.4787
H -7.3752 1.1096 2.1761
C 6.0337 -0.1819 1.7488
H 8.0912 -7.2240 9.0104
N 3.6741 2.4514 -2.9266
C -1.6471 4.1837 -2.7969
C 0.4003 3.7176 -1.4144
C -2.3702 2.8883 -2.4370
H -2.3885 4.9567 -2.9910
O 1.5280 5.5513 0.1018
C -3.6666 -0.7328 -0.3339
C 2.3430 2.4029 -2.2610
O 7.0189 -4.4798 6.7709
```

List of Mulliken charges in e, atom by atom:
1. O -0.56
2. F -0.23
3. H 0.27
4. C -0.20
5. O -0.54
6. H 0.50
7. H 0.27
8. N 0.02
9. O -0.36
10. H 0.28
11. S 1.37
12. H 0.29
13. H 0.31
14. C -1.10
15. O -0.33
16. O -0.32
17. C -1.00
18. H 0.96
19. C 0.78
20. O -0.37
21. O -0.28
22. C 0.59
23. H 0.22
24. H 0.28
25. H 0.33
26. C 0.44
27. H 0.32
28. H 0.31
29. H 0.46
30. F -0.21
31. H 0.28
32. H 0.31
33. O -0.33
34. H 0.27
35. H 0.22
36. H 0.28
37. C -1.93
38. O -0.35
39. C -0.62
40. O -0.32
41. O -0.42
42. H 0.33
43. H 0.31
44. H 0.29
45. C 0.79
46. O -0.68
47. O -0.55
48. C 0.43
49. C -1.56
50. H 0.22
51. H 0.55
52. O -0.32
53. C -0.75
54. H 0.28
55. O -0.55
56. Cl -0.11
57. H 0.29
58. C 0.79
59. H 0.28
60. C -0.56
61. O -0.41
62. H 0.35
63. H 0.31
64. C -0.63
65. H 0.30
66. H 0.23
67. C -0.67
68. H 0.10
69. H 0.60
70. O -0.61
71. H 0.32
72. C 0.77
73. H 0.39
74. C -0.55
75. H 0.00
76. H 0.22
77. H 0.29
78. H 0.31
79. H 0.35
80. C -0.66
81. H 0.21
82. N 0.15
83. C -0.99
84. C 0.69
85. C -0.45
86. H 0.51
87. O -0.72
88. C -0.55
89. C 1.35
90. O -0.54

Formula: C6H8N2O4
Source: the Open Molecules 2025 dataset
Level of theory: wB97M-V/def2-TZVPD

**LUMO energy (spin up / spin down)**: 0.41 / 0.41 eV
**Multiplicity**: 1
**Net charge**: 0
**Relative energy (zero: lowest compared OMol25 entry of this formula, charge and spin)**: 500.92 kJ/mol
**Orbital gap (spin up / spin down)**: 8.11 / 8.10 eV

Geometry as XYZ:
```
20
C6H8N2O4 wB97M-V/def2-TZVPD
H 1.7107 0.5596 0.8357
H -0.6219 1.2077 1.5840
H -0.8874 -3.1213 -0.5868
H -1.0592 1.6759 0.0950
N -0.2090 -2.4938 -1.0388
O 2.9801 -4.1123 0.5807
H 0.8199 -0.4036 -1.8973
O -4.1121 -1.3650 2.0385
C 3.2999 -3.0762 0.2288
C -0.5065 0.9334 0.6127
C 0.8845 -0.4735 -0.7401
C -1.1457 -0.4178 0.4409
H 1.0889 1.7717 -0.4130
O 3.6143 -2.0244 -0.1095
C -3.2163 -1.4147 1.2516
O -2.3131 -0.3983 1.1975
C 0.9595 0.7924 0.1154
H -2.8863 -2.3521 0.7455
H 1.6031 -1.2098 -0.5249
N -0.3756 -1.2669 -0.4291
```

List of Mulliken charges in e, atom by atom:
1. H 0.33
2. H 0.44
3. H 0.17
4. H 0.32
5. N -1.10
6. O -0.34
7. H 0.31
8. O -0.43
9. C 0.73
10. C -0.74
11. C 0.20
12. C 0.41
13. H 0.25
14. O -0.42
15. C 0.28
16. O -0.29
17. C -0.45
18. H 0.20
19. H -0.34
20. N 0.47

Formula: C10H16O
Source: the Open Molecules 2025 dataset
Level of theory: wB97M-V/def2-TZVPD

**SMILES**: Cc1ccc(O)cc1.CCC
**LUMO energy**: 0.79 eV
**Multiplicity**: 1
**Net charge**: 0
**Relative energy (zero: lowest compared OMol25 entry of this formula, charge and spin)**: 152.62 kJ/mol
**Orbital gap**: 9.12 eV

Geometry as XYZ:
```
27
C10H16O wB97M-V/def2-TZVPD
C -0.3843 1.9587 1.0566
H 0.0457 1.9907 0.0621
C -1.3682 -1.5326 -1.4579
H -0.1309 -0.2114 1.2966
H 2.5885 0.3758 -0.1336
C 0.0067 0.7113 1.8671
H 1.8316 -2.5115 -0.8478
H -3.3270 -1.2764 -1.3973
H -1.7591 0.4863 -2.1749
C 0.2843 0.1230 -2.1492
O -2.6501 -1.9851 -1.4926
H 2.8669 1.0239 -1.6182
H -0.1245 2.8355 1.6508
C 2.5896 0.0552 -1.1817
H -2.0136 0.6636 2.8923
H 3.4639 -0.5769 -1.3522
C -0.3024 -2.3733 -1.0671
H 1.0205 0.5556 2.2468
H -0.8223 1.7362 3.5521
H -1.4620 2.1612 1.0532
H 0.5277 1.1134 -2.5119
C 1.3037 -0.5804 -1.5226
C -1.0371 -0.3039 -1.9856
C 0.9810 -1.8877 -1.1084
C -0.9458 0.7542 3.0823
H -0.4976 -3.3303 -0.6021
H -0.6852 0.0248 3.8430
```

List of Mulliken charges in e, atom by atom:
1. C -1.15
2. H 0.24
3. C 0.73
4. H 0.02
5. H 0.20
6. C 0.29
7. H 0.33
8. H 0.31
9. H 0.26
10. C -0.78
11. O -0.58
12. H 0.37
13. H 0.42
14. C -1.44
15. H 0.35
16. H 0.38
17. C -0.53
18. H 0.26
19. H 0.33
20. H 0.30
21. H 0.41
22. C 0.58
23. C -0.23
24. C -0.43
25. C -1.43
26. H 0.39
27. H 0.39

Please write out number 3 again, unchanged.
Formula: C6H8N2O4
Source: the Open Molecules 2025 dataset
Level of theory: wB97M-V/def2-TZVPD

**LUMO energy (spin up / spin down)**: 0.41 / 0.41 eV
**Multiplicity**: 1
**Net charge**: 0
**Relative energy (zero: lowest compared OMol25 entry of this formula, charge and spin)**: 500.92 kJ/mol
**Orbital gap (spin up / spin down)**: 8.11 / 8.10 eV

Geometry as XYZ:
```
20
C6H8N2O4 wB97M-V/def2-TZVPD
H 1.7107 0.5596 0.8357
H -0.6219 1.2077 1.5840
H -0.8874 -3.1213 -0.5868
H -1.0592 1.6759 0.0950
N -0.2090 -2.4938 -1.0388
O 2.9801 -4.1123 0.5807
H 0.8199 -0.4036 -1.8973
O -4.1121 -1.3650 2.0385
C 3.2999 -3.0762 0.2288
C -0.5065 0.9334 0.6127
C 0.8845 -0.4735 -0.7401
C -1.1457 -0.4178 0.4409
H 1.0889 1.7717 -0.4130
O 3.6143 -2.0244 -0.1095
C -3.2163 -1.4147 1.2516
O -2.3131 -0.3983 1.1975
C 0.9595 0.7924 0.1154
H -2.8863 -2.3521 0.7455
H 1.6031 -1.2098 -0.5249
N -0.3756 -1.2669 -0.4291
```

List of Mulliken charges in e, atom by atom:
1. H 0.33
2. H 0.44
3. H 0.17
4. H 0.32
5. N -1.10
6. O -0.34
7. H 0.31
8. O -0.43
9. C 0.73
10. C -0.74
11. C 0.20
12. C 0.41
13. H 0.25
14. O -0.42
15. C 0.28
16. O -0.29
17. C -0.45
18. H 0.20
19. H -0.34
20. N 0.47

Question: Which formula does entry 4 have?
Answer: C10H16O

Question: Number 1 is which compound?
Answer: C7H14N4O